1.
{"formula": "C37H37FN2PPtS3", "method": "ωB97M-V with the def2-TZVPD basis set", "charge": 1, "gap_ha": [0.223, 0.223], "homo_energy_ev": [-10.6, -10.6], "elements": ["Pt", "N", "C", "C", "C", "C", "C", "C", "P", "C", "C", "C", "C", "C", "C", "C", "C", "C", "C", "C", "C", "H", "H", "H", "H", "H", "H", "H", "H", "H", "H", "H", "H", "H", "H", "H", "H", "S", "C", "S", "S", "C", "C", "C", "C", "C", "C", "C", "C", "C", "C", "C", "C", "N", "C", "C", "C", "C", "C", "C", "F", "H", "H", "H", "H", "H", "H", "H", "H", "H", "H", "H", "H", "H", "H", "H", "H", "H", "H", "H", "H", "H"], "positions_angstrom": [[1.0991, -0.4628, 0.1470], [0.7007, -2.4473, 0.8463], [1.5660, -3.4313, 0.2098], [2.0797, -4.5052, 0.9072], [2.9089, -5.3997, 0.2388], [3.2059, -5.2181, -1.1034], [2.6776, -4.1366, -1.7974], [1.8590, -3.2318, -1.1369], [1.1077, -1.7502, -1.8585], [-0.5743, -2.2764, -2.2921], [-0.9395, -3.6158, -2.1408], [-2.2395, -4.0233, -2.4041], [-3.1848, -3.1028, -2.8274], [-2.8271, -1.7717, -2.9908], [-1.5344, -1.3547, -2.7203], [2.0207, -1.3725, -3.3547], [3.3860, -1.1172, -3.2120], [4.1466, -0.7781, -4.3152], [3.5440, -0.6932, -5.5657], [2.1898, -0.9523, -5.7099], [1.4202, -1.2921, -4.6048], [-0.2876, -2.6640, 0.6911], [0.8410, -2.4177, 1.8556], [1.8476, -4.6462, 1.9558], [3.3259, -6.2408, 0.7757], [3.8551, -5.9180, -1.6113], [2.9123, -3.9866, -2.8435], [-0.2127, -4.3549, -1.8300], [-2.5077, -5.0641, -2.2822], [-4.1982, -3.4210, -3.0315], [-3.5603, -1.0482, -3.3210], [-1.2838, -0.3120, -2.8412], [3.8486, -1.1910, -2.2348], [5.2036, -0.5770, -4.2027], [4.1358, -0.4252, -6.4310], [1.7264, -0.8940, -6.6857], [0.3639, -1.4959, -4.7221], [-2.3406, 0.4361, 2.9696], [-1.0741, 0.1667, 2.0088], [0.6203, 0.2986, 2.3566], [-1.2194, -0.2957, 0.3299], [5.2600, 0.1210, 0.0125], [4.5390, 0.1344, 1.3588], [3.8480, -1.2033, 1.6160], [3.7125, 1.4002, 1.6088], [4.1299, 2.1483, 2.7070], [3.5623, 3.3684, 3.0100], [2.5698, 3.8667, 2.1908], [2.0940, 3.1721, 1.0804], [0.9826, 3.9049, 0.3237], [-0.2786, 3.1035, 0.0253], [1.4734, 4.6847, -0.9029], [2.6639, 1.9077, 0.8118], [2.1915, 1.0911, -0.2900], [2.4523, 1.6443, -1.5677], [3.6544, 2.3281, -1.7913], [3.9665, 2.8687, -3.0239], [3.0742, 2.7674, -4.0828], [1.8652, 2.1247, -3.8856], [1.5822, 1.5832, -2.6501], [0.3641, 1.0011, -2.5021], [5.9002, -0.7611, -0.0565], [5.8923, 1.0016, -0.1050], [4.5573, 0.1029, -0.8175], [5.3241, 0.1873, 2.1159], [3.1732, -1.4853, 0.8003], [3.2857, -1.1983, 2.5521], [4.5993, -1.9947, 1.6750], [4.9321, 1.7656, 3.3256], [3.8965, 3.9321, 3.8707], [2.1277, 4.8271, 2.4245], [0.6672, 4.6713, 1.0350], [-0.1254, 2.3247, -0.7154], [-1.0454, 3.7759, -0.3639], [-0.6725, 2.6454, 0.9328], [1.6274, 4.0544, -1.7768], [2.4077, 5.2066, -0.6903], [0.7243, 5.4331, -1.1673], [4.3397, 2.4470, -0.9654], [4.9068, 3.3879, -3.1515], [3.3076, 3.1989, -5.0464], [1.1233, 2.0429, -4.6686]], "atomic_forces_ev_per_a": [[-0.282, 0.028, -0.002], [0.022, -0.053, -0.026], [0.001, -0.030, -0.018], [0.003, -0.011, -0.021], [0.000, 0.002, 0.024], [0.001, -0.004, -0.018], [-0.006, -0.002, 0.009], [0.018, 0.021, 0.064], [-0.112, 0.043, -0.015], [0.007, -0.026, -0.014], [0.010, -0.017, -0.016], [0.007, -0.002, -0.008], [0.007, 0.009, -0.006], [-0.011, 0.006, -0.003], [0.022, 0.002, -0.002], [0.162, -0.023, 0.069], [-0.020, -0.005, -0.008], [-0.019, 0.003, -0.034], [0.021, 0.010, 0.007], [-0.040, -0.025, 0.007], [-0.018, -0.031, -0.029], [0.004, 0.022, -0.004], [0.009, 0.001, 0.004], [-0.005, 0.005, 0.001], [0.000, 0.000, 0.000], [-0.001, 0.001, -0.004], [0.005, -0.009, -0.003], [-0.002, 0.008, 0.014], [-0.001, 0.000, 0.000], [-0.001, 0.002, 0.001], [-0.002, -0.001, 0.001], [0.015, 0.018, 0.006], [0.017, 0.013, -0.006], [0.000, 0.001, 0.001], [0.001, -0.002, -0.001], [0.003, 0.002, -0.003], [-0.009, 0.004, 0.009], [0.047, 0.020, -0.025], [-0.071, -0.043, 0.037], [0.068, 0.007, -0.020], [-0.022, 0.030, 0.003], [-0.008, -0.025, 0.011], [-0.004, -0.008, -0.019], [0.000, -0.047, 0.039], [0.030, -0.029, 0.039], [-0.011, 0.016, -0.006], [-0.011, -0.002, -0.016], [-0.005, -0.002, 0.016], [0.012, 0.001, 0.002], [-0.001, 0.004, 0.008], [0.012, -0.018, -0.005], [-0.005, 0.018, -0.009], [0.034, 0.030, -0.040], [0.010, 0.094, -0.069], [0.022, -0.011, 0.088], [-0.004, 0.024, -0.008], [0.002, 0.009, 0.001], [0.007, 0.010, 0.009], [-0.005, 0.002, 0.016], [-0.059, -0.016, -0.009], [0.017, -0.026, 0.001], [0.001, -0.001, -0.002], [0.013, -0.006, 0.006], [0.003, -0.032, -0.014], [0.010, 0.008, -0.008], [0.151, 0.022, -0.002], [-0.018, 0.012, -0.010], [-0.010, -0.003, 0.010], [0.001, -0.002, 0.000], [0.001, -0.001, 0.002], [0.000, -0.001, -0.002], [0.000, -0.004, -0.001], [-0.001, -0.012, -0.010], [0.003, 0.007, 0.001], [-0.010, -0.011, 0.004], [-0.005, 0.011, 0.020], [0.000, 0.002, -0.001], [0.003, 0.001, -0.007], [-0.005, 0.012, -0.013], [0.000, 0.000, 0.001], [0.000, -0.001, -0.001], [0.000, 0.003, 0.004]], "lowdin_charge": [0.9067, -0.0777, -0.3236, -0.0043, -0.0412, -0.0455, -0.0459, -0.3263, 1.0030, -0.3677, -0.0721, -0.0555, -0.0519, -0.0537, -0.1382, -0.3612, -0.0966, -0.0509, -0.0561, -0.0583, -0.0636, 0.0835, 0.0914, 0.1274, 0.1179, 0.1166, 0.1193, 0.1048, 0.1138, 0.1150, 0.1172, 0.0917, 0.0958, 0.1171, 0.1145, 0.1144, 0.1091, 0.6495, -1.7692, 0.6180, 0.6296, -0.0529, -0.3536, -0.0793, -0.1622, -0.0289, -0.0463, -0.0224, -0.1276, -0.3432, -0.0605, -0.0360, -0.2678, -0.1300, -0.2473, -0.0271, -0.0567, -0.0613, -0.0070, -0.2593, -0.0113, 0.0899, 0.0903, 0.0347, 0.1246, 0.0144, 0.0749, 0.0922, 0.1172, 0.1140, 0.1206, 0.1229, 0.0309, 0.0946, 0.0561, 0.0543, 0.0902, 0.0873, 0.1147, 0.1149, 0.1143, 0.1311]}

---

2.
{"formula": "C13H20AlGeN5SSe", "method": "ωB97M-V with the def2-TZVPD basis set", "charge": 0, "gap_ha": 0.239, "homo_energy_ev": -6.4, "elements": ["Al", "C", "C", "N", "N", "C", "N", "S", "C", "C", "C", "C", "C", "N", "H", "H", "H", "H", "H", "H", "H", "H", "H", "H", "Se", "C", "N", "C", "Ge", "C", "C", "C", "H", "H", "H", "H", "H", "H", "H", "H", "H", "H"], "positions_angstrom": [[0.3112, 0.8020, 0.2051], [4.0851, -0.0263, -1.1219], [2.7366, -0.1339, -0.5480], [1.7768, 0.8780, -0.9135], [2.3460, 2.1076, -1.1397], [2.0247, 3.2018, -0.4922], [2.6026, 4.3679, -0.8186], [0.8352, 3.1350, 0.7285], [2.3201, -1.0125, 0.3506], [3.0265, -2.1750, 0.8721], [2.3252, -3.1079, 1.5175], [0.8874, -2.9832, 1.7513], [0.3123, -1.8004, 1.4542], [0.9771, -0.8109, 0.7945], [4.0469, 0.1208, -2.2104], [4.6597, -0.9205, -0.9309], [4.6382, 0.8682, -0.7130], [2.9819, 2.1761, -1.9287], [3.5199, 4.4236, -1.2097], [2.2201, 5.1965, -0.3595], [4.0694, -2.2378, 0.7217], [2.8542, -3.9659, 1.9096], [0.2864, -3.6818, 2.2948], [-0.7161, -1.5848, 1.7272], [-3.5340, 4.3652, -0.7169], [-2.7925, 2.9541, -0.1160], [-2.3250, 2.0439, 0.3571], [-4.7028, -0.0001, 0.0692], [-2.8728, -0.6558, -0.0154], [-2.9146, -2.4128, 0.9176], [-2.2585, -0.7150, -1.8529], [-1.6610, 0.8249, 0.6926], [-5.3840, -0.7492, -0.2983], [-4.8645, 0.9333, -0.4640], [-5.0065, 0.1809, 1.0784], [-3.8598, -2.8957, 0.6915], [-2.8716, -2.3518, 1.9950], [-2.0747, -3.0066, 0.5705], [-2.9202, -1.3137, -2.4710], [-1.2442, -1.1100, -1.8651], [-2.2114, 0.2794, -2.2854], [-1.6290, 0.7924, 1.7722]], "atomic_forces_ev_per_a": [[-0.533, 0.358, 0.558], [0.698, 0.958, -0.210], [0.112, 1.189, -0.498], [-0.039, -0.231, 0.031], [0.780, 0.246, -0.927], [-0.423, -0.430, 0.570], [-0.599, 1.000, 0.406], [-0.264, -0.256, -0.030], [-0.958, -0.972, 0.621], [-1.181, 0.715, -0.208], [-0.524, -0.698, 0.434], [0.415, 0.593, 0.109], [0.384, -0.189, -0.111], [0.037, 0.337, 0.055], [0.014, -0.144, 0.053], [0.253, -0.102, 0.052], [-0.278, -0.837, -0.249], [-0.163, 0.019, 0.115], [0.254, -0.047, -0.212], [0.448, -0.549, -0.314], [0.932, -0.216, -0.061], [-0.081, -0.138, 0.043], [0.136, -0.562, 0.148], [0.202, 0.013, -0.015], [-0.877, 1.679, -0.864], [-1.324, 2.566, -1.112], [2.443, -4.356, 1.847], [0.135, 0.324, -0.222], [-0.066, 0.442, 0.412], [0.302, 0.490, -0.477], [0.042, -0.294, -0.046], [-0.113, -0.256, -0.528], [-0.223, -0.331, -0.393], [0.062, 0.001, -0.217], [-0.045, 0.130, 0.855], [-0.075, -0.096, -0.296], [0.142, 0.257, 0.349], [-0.060, -0.288, 0.000], [0.099, -0.195, -0.174], [0.055, -0.260, -0.168], [-0.136, 0.274, 0.083], [0.019, -0.143, 0.591]], "lowdin_charge": [0.2620, -0.0530, -0.3071, -0.0660, -0.0277, -0.7875, 0.1019, 0.8091, -0.2163, -0.0319, -0.0842, -0.0826, -0.1654, -0.0030, 0.0813, 0.0685, 0.0931, 0.1582, 0.1060, 0.1084, 0.0887, 0.0986, 0.0855, 0.0720, 0.6051, -0.8892, -0.0593, -0.2142, 0.8392, -0.2094, -0.2163, -0.3734, 0.0161, 0.0160, 0.0159, 0.0176, 0.0192, 0.0089, 0.0217, 0.0154, 0.0256, 0.0523]}

---

Results for energy relative to the best compared isomer or geometry (same formula, charge and spin): 0.0 8.5 (in kcal/mol, following the order of the records).